Run one
Computed, not measured: C5H11NOS in the gas phase, with the ωB97M-V functional and the def2-TZVPD basis.

Summary:
- lowest unoccupied orbital energy (Eh) = 0.0278
- SMILES = CN(C)C(=O)CCS

ORCA input file:
```
! RIJCOSX wB97M-V def2-TZVPD def2/J DEFGRID3
* xyz 0 1
C -1.037 0.127 -2.459
N -0.971 0.101 -0.997
C -2.252 0.061 -0.282
C -0.097 1.059 -0.477
O 0.418 1.913 -1.161
C 0.333 0.804 0.946
C 1.533 -0.145 0.951
S 1.239 -1.776 1.734
H -0.112 -0.299 -2.834
H -1.768 -0.630 -2.770
H -1.277 1.102 -2.868
H -3.105 -0.154 -0.929
H -2.466 1.005 0.228
H -2.287 -0.767 0.436
H 0.590 1.763 1.398
H -0.498 0.362 1.500
H 2.332 0.265 1.563
H 1.937 -0.388 -0.026
H -0.099 -1.793 1.696
*
```

natural (NBO) charges, unit e, in atom order: -0.412 -0.482 -0.422 0.704 -0.581 -0.513 -0.492 -0.049 0.212 0.197 0.205 0.217 0.195 0.198 0.238 0.220 0.227 0.225 0.112

Run two
Computed, not measured: 2 unconnected molecules or ions with the total composition C5H11NOS, with the ωB97M-V functional and the def2-TZVPD basis.

Summary:
- lowest unoccupied orbital energy (Eh) = -0.0926

ORCA input file:
```
! RIJCOSX wB97M-V def2-TZVPD def2/J DEFGRID3
* xyz 0 1
O -2.657 0.645 0.010
C -2.080 -0.504 -0.026
C -0.862 -0.858 0.792
C -0.308 0.362 1.445
C 1.144 0.022 1.609
S 2.261 -0.739 0.447
C 2.095 0.168 -1.151
N -0.542 -0.968 -0.636
H -2.640 -1.372 -0.571
H -0.997 -1.739 1.397
H -1.067 0.410 2.291
H -0.638 1.197 0.777
H 1.748 0.334 2.482
H -1.273 1.853 -2.000
H 1.672 1.136 -0.925
H 1.407 -0.328 -1.901
H 3.053 0.262 -1.569
H -0.723 1.492 -1.705
H 0.406 -1.374 -0.766
*
```

natural (NBO) charges, unit e, in atom order: -0.667 0.410 -0.165 -0.561 -0.111 0.385 -0.716 -0.799 0.155 0.190 0.265 0.316 0.233 0.018 0.244 0.252 0.223 -0.023 0.351

Run three
Computed, not measured: C5H11NOS in the gas phase, with the ωB97M-V functional and the def2-TZVPD basis.

Summary:
- lowest unoccupied orbital energy (Eh) = 0.0268
- SMILES = C[C@@H]1[C@@H](O)[C@@]1(S)CN

ORCA input file:
```
! RIJCOSX wB97M-V def2-TZVPD def2/J DEFGRID3
* xyz 0 1
C 0.668 2.155 -0.686
C -0.114 0.898 -0.312
C -0.182 0.601 1.162
O -1.492 0.238 1.731
C 0.536 -0.346 0.291
S 2.385 -0.703 0.682
C 0.033 -1.738 -0.045
N -1.323 -1.615 -0.711
H 0.075 3.026 -0.683
H 1.560 2.143 -0.050
H 1.038 2.028 -1.688
H -0.995 0.759 -1.053
H 0.479 1.222 1.721
H -2.134 0.834 1.192
H 2.496 -1.407 -0.656
H 0.585 -2.161 -0.825
H 0.061 -2.295 0.856
H -1.827 -1.202 0.115
H -1.850 -2.438 -1.041
*
```

natural (NBO) charges, unit e, in atom order: -0.606 -0.262 0.042 -0.718 -0.113 -0.076 -0.228 -0.879 0.212 0.213 0.210 0.262 0.191 0.477 0.149 0.192 0.194 0.365 0.374

The least stable of them is run two.

Run one
Computed, not measured: 3 unconnected molecules or ions with the total composition C3H12O2S2, with the ωB97M-V functional and the def2-TZVPD basis.

Summary:
- lowest unoccupied orbital energy (Eh) = 0.0141
- SMILES = CCSSC.O.O

ORCA input file:
```
! RIJCOSX wB97M-V def2-TZVPD def2/J DEFGRID3
* xyz 0 1
C -0.214 -1.861 -1.068
C -0.065 -2.166 0.374
S 0.728 -0.828 1.462
S 0.137 1.212 1.122
C 1.642 1.525 0.160
H 0.752 -1.514 -1.442
H -0.886 -1.114 -1.195
H -0.513 -2.762 -1.566
H -1.000 -2.717 0.908
H 0.597 -3.083 0.495
H 1.726 2.453 0.425
H 2.474 0.688 0.474
H 1.533 1.116 -0.876
O 0.223 1.422 -2.295
H -0.002 1.576 -3.166
H -0.499 1.074 -1.633
O -2.737 0.271 -1.206
H -3.082 -0.305 -0.455
H -3.011 -0.085 -2.092
*
```

natural (NBO) charges, unit e, in atom order: -0.640 -0.504 0.031 0.074 -0.738 0.216 0.216 0.211 0.204 0.227 0.197 0.228 0.267 -0.995 0.479 0.519 -0.966 0.491 0.483

Run two
Computed, not measured: 3 unconnected molecules or ions with the total composition C3H12O2S2, with the ωB97M-V functional and the def2-TZVPD basis.

Summary:
- lowest unoccupied orbital energy (Eh) = 0.0165
- SMILES = CCSSC.O.O

ORCA input file:
```
! RIJCOSX wB97M-V def2-TZVPD def2/J DEFGRID3
* xyz 0 1
C -0.044 0.907 -2.377
C 0.788 0.750 -1.041
S -0.350 0.868 0.351
S 0.532 2.298 1.553
C -0.850 3.129 2.242
H -0.399 -0.112 -2.778
H -0.843 1.545 -2.147
H 0.570 1.509 -3.147
H 1.563 1.764 -1.031
H 1.363 -0.221 -1.067
H -0.570 4.014 2.835
H -1.605 2.534 2.869
H -1.428 3.495 1.350
O 1.512 -4.443 -0.606
H 1.594 -4.371 0.365
H 2.221 -4.915 -0.971
O -1.747 -4.990 -1.485
H -2.020 -4.075 -1.749
H -0.843 -5.075 -1.220
*
```

natural (NBO) charges, unit e, in atom order: -0.624 -0.562 0.074 0.106 -0.798 0.213 0.214 0.215 0.237 0.229 0.246 0.225 0.223 -0.957 0.483 0.475 -0.970 0.479 0.490

Run three
Computed, not measured: 3 unconnected molecules or ions with the total composition C3H12O2S2, with the ωB97M-V functional and the def2-TZVPD basis.

Summary:
- lowest unoccupied orbital energy (Eh) = 0.0219
- SMILES = CCSSC.O.O

ORCA input file:
```
! RIJCOSX wB97M-V def2-TZVPD def2/J DEFGRID3
* xyz 0 1
C -0.144 2.085 1.953
C 0.351 1.726 0.555
S -0.934 0.956 -0.504
S -0.029 0.177 -2.206
C 0.901 -1.198 -1.425
H -0.734 2.997 1.887
H -0.746 1.255 2.322
H 0.732 2.338 2.554
H 1.110 0.947 0.528
H 0.782 2.594 0.035
H 0.122 -1.908 -1.165
H 1.400 -0.783 -0.570
H 1.682 -1.640 -2.079
O -1.178 -1.890 1.328
H -1.902 -2.491 1.169
H -1.444 -1.088 0.846
O 1.799 -1.994 2.081
H 0.913 -1.928 1.708
H 1.813 -2.663 2.766
*
```

natural (NBO) charges, unit e, in atom order: -0.620 -0.515 0.028 0.091 -0.738 0.213 0.219 0.230 0.212 0.216 0.227 0.221 0.235 -0.974 0.475 0.486 -0.970 0.495 0.472

The least stable of them is run one.

Run one
Computed, not measured: 3 unconnected molecules or ions with the total composition C3H12O2S2, with the ωB97M-V functional and the def2-TZVPD basis.

Summary:
- lowest unoccupied orbital energy (Eh) = 0.0184
- SMILES = CCCSS.O.O

ORCA input file:
```
! RIJCOSX wB97M-V def2-TZVPD def2/J DEFGRID3
* xyz 0 1
C -0.892 1.513 -0.493
C -0.548 0.148 0.047
C 0.935 -0.131 0.168
S 1.366 -1.823 0.638
S 3.399 -1.892 0.510
H -0.856 1.523 -1.637
H -1.888 1.811 -0.347
H -0.322 2.274 -0.063
H -1.110 -0.678 -0.400
H -0.855 -0.027 1.274
H 1.486 0.517 1.055
H 1.554 0.041 -0.689
H 3.375 -2.653 -0.597
O 1.395 -3.064 -3.001
H 2.114 -2.869 -3.649
H 1.564 -4.109 -3.099
O -3.179 3.113 3.381
H -3.618 2.974 4.202
H -3.920 3.332 2.700
*
```

natural (NBO) charges, unit e, in atom order: -0.607 -0.410 -0.531 0.086 -0.139 0.204 0.216 0.213 0.221 0.191 0.207 0.214 0.135 -0.920 0.460 0.461 -0.940 0.468 0.472

Run two
Computed, not measured: 3 unconnected molecules or ions with the total composition C3H12O2S2, with the ωB97M-V functional and the def2-TZVPD basis.

Summary:
- lowest unoccupied orbital energy (Eh) = 0.0220
- SMILES = CCSSC.O.O

ORCA input file:
```
! RIJCOSX wB97M-V def2-TZVPD def2/J DEFGRID3
* xyz 0 1
C -2.670 2.780 -1.749
C -1.952 2.180 -0.575
S -1.074 0.624 -1.224
S 0.626 0.379 -0.139
C 0.211 -1.007 1.069
H -2.358 3.766 -2.084
H -3.708 2.983 -1.414
H -2.700 2.090 -2.581
H -1.166 2.808 -0.173
H -2.698 1.884 0.158
H -0.556 -1.703 0.647
H 1.140 -1.551 1.217
H -0.219 -0.395 1.832
O 0.614 -4.598 -0.683
H 0.970 -3.718 -0.526
H -0.329 -4.467 -0.840
O 3.881 -0.601 3.799
H 4.746 -0.427 3.404
H 3.966 -0.165 4.659
*
```

natural (NBO) charges, unit e, in atom order: -0.636 -0.488 0.034 0.047 -0.717 0.221 0.210 0.219 0.224 0.209 0.220 0.230 0.226 -0.936 0.468 0.469 -0.933 0.467 0.467

The least stable of them is run one.

Run one
Computed, not measured: 3 unconnected molecules or ions with the total composition C3H12O2S2, with the ωB97M-V functional and the def2-TZVPD basis.

Summary:
- lowest unoccupied orbital energy (Eh) = -0.0020
- SMILES = CCCSS.O.O

ORCA input file:
```
! RIJCOSX wB97M-V def2-TZVPD def2/J DEFGRID3
* xyz 0 1
C -1.014 1.352 -1.728
C -1.023 0.676 -0.348
C 0.327 -0.216 -0.104
S 0.421 -1.032 1.419
S 0.746 0.506 2.944
H -0.151 1.998 -1.909
H -1.922 1.887 -2.123
H -0.947 0.495 -2.470
H -0.966 1.483 0.484
H -1.765 0.052 0.085
H 0.301 -0.814 -0.941
H 1.041 0.568 -0.267
H 0.131 1.618 2.478
O 2.219 4.620 -1.143
H 1.924 4.032 -0.466
H 2.811 5.203 -0.630
O -2.623 -5.679 -4.238
H -3.212 -4.944 -4.623
H -2.426 -5.558 -3.296
*
```

natural (NBO) charges, unit e, in atom order: -0.635 -0.394 -0.593 0.161 -0.165 0.219 0.232 0.200 0.174 0.218 0.234 0.215 0.134 -0.928 0.461 0.467 -0.961 0.482 0.479

Run two
Computed, not measured: 3 unconnected molecules or ions with the total composition C3H12O2S2, with the ωB97M-V functional and the def2-TZVPD basis.

Summary:
- lowest unoccupied orbital energy (Eh) = 0.0198
- SMILES = CCSSC.O.O

ORCA input file:
```
! RIJCOSX wB97M-V def2-TZVPD def2/J DEFGRID3
* xyz 0 1
C -1.783 0.598 -1.464
C -0.367 1.123 -1.257
S 0.871 -0.362 -1.609
S 2.484 0.498 -0.781
C 2.478 -0.096 0.955
H -1.802 0.099 -2.461
H -2.160 -0.106 -0.745
H -2.559 1.385 -1.524
H 0.055 1.338 -0.271
H -0.110 1.779 -2.082
H 3.000 0.581 1.591
H 3.045 -1.048 0.916
H 1.496 -0.279 1.426
O -0.709 -2.050 0.916
H -0.218 -2.911 0.955
H -0.624 -1.794 -0.016
O -1.121 0.707 1.539
H -0.882 -0.205 1.401
H -1.094 0.743 2.511
*
```

natural (NBO) charges, unit e, in atom order: -0.647 -0.439 -0.033 0.084 -0.754 0.207 0.217 0.228 0.253 0.213 0.224 0.215 0.235 -0.972 0.486 0.486 -0.959 0.485 0.469

The least stable of them is run one.

Run one
Computed, not measured: 2 unconnected molecules or ions with the total composition C2H6O2, with the ωB97M-V functional and the def2-TZVPD basis.

Summary:
- lowest unoccupied orbital energy (Eh) = 0.0321
- SMILES = [H][H].O=CCO

ORCA input file:
```
! RIJCOSX wB97M-V def2-TZVPD def2/J DEFGRID3
* xyz 0 1
H 1.639 -0.923 0.350
H 2.054 -0.319 0.492
O -0.685 0.814 1.432
C -0.544 1.022 0.247
C -0.395 -0.149 -0.700
O -0.307 -1.318 0.056
H -0.544 2.049 -0.153
H 0.483 0.004 -1.350
H -1.281 -0.181 -1.348
H -0.418 -0.997 0.975
*
```

natural (NBO) charges, unit e, in atom order: 0.028 -0.043 -0.535 0.415 -0.181 -0.707 0.132 0.199 0.203 0.490

Run two
Computed, not measured: 3 unconnected molecules or ions with the total composition C2H6O2, with the ωB97M-V functional and the def2-TZVPD basis.

Summary:
- lowest unoccupied orbital energy (Eh) = -0.1658

ORCA input file:
```
! RIJCOSX wB97M-V def2-TZVPD def2/J DEFGRID3
* xyz 0 1
C 0.079 0.630 -0.331
C -0.408 -0.621 -0.289
O 2.245 -0.832 -0.658
H -0.238 1.471 0.276
H -1.481 -0.738 -0.108
H 0.219 -1.496 -0.471
H 3.145 -1.179 -0.763
H 0.911 0.921 -0.987
H -2.529 1.019 2.035
O -1.943 0.824 1.296
*
```

natural (NBO) charges, unit e, in atom order: -0.142 -0.157 -0.860 0.282 0.287 0.284 0.437 0.280 0.438 -0.850

The least stable of them is run two.